The following is a DFT calculation (ωB97M-V/def2-TZVPD) of a structure of composition C24H38AsFeN4O4S5Si in a non-equilibrium geometry.

Structure (XYZ):
```
78
Properties=species:S:1:pos:R:3:forces:R:3:lowdin_charge:R:1
Fe -0.1231 -0.6335 0.3187 -0.85 0.83 -1.10 0.24
N -1.1457 1.5438 0.6806 1.01 -0.26 -0.20 -0.03
C -1.9837 1.7915 1.8415 -0.24 0.06 0.31 -0.26
C -3.4124 1.3177 1.5953 0.26 -0.24 0.04 -0.20
C -3.4922 -0.2018 1.4816 -0.17 0.28 0.26 -0.28
N -2.6790 -0.6974 0.3858 0.57 -0.44 -0.17 -0.06
H -0.2543 2.0073 0.7930 -0.09 0.17 -0.04 0.03
H -1.5873 1.8776 -0.1768 0.05 -0.15 -0.15 -0.02
H -1.9951 2.8653 2.1182 0.03 -0.30 -0.09 0.11
H -1.5576 1.2329 2.6800 -0.02 0.08 0.10 0.11
H -3.7827 1.7648 0.6678 -0.07 0.08 0.01 0.10
H -4.0502 1.6486 2.4211 0.00 0.02 -0.07 0.10
H -4.5518 -0.4990 1.3730 0.28 0.00 0.02 0.11
H -3.1098 -0.6531 2.4042 -0.10 -0.05 -0.04 0.10
H -2.8969 -0.2116 -0.4833 0.04 -0.02 0.05 -0.02
H -2.9130 -1.6837 0.2517 0.10 -0.12 -0.10 -0.06
S -2.9384 -4.1465 0.4737 -0.28 0.61 0.01 -0.17
As -0.9032 -3.5540 0.3375 -0.46 -2.20 0.15 -0.49
S -0.3450 -2.2591 2.0480 0.35 0.84 -0.93 0.20
S -0.5337 -2.2275 -1.3775 0.26 0.76 1.02 0.23
S 0.2500 -5.3297 0.3598 0.42 0.33 -0.08 -0.20
C 1.5156 1.2771 -3.7022 0.19 -0.16 0.66 -0.17
Si 2.0396 1.3185 -1.8495 0.36 1.04 -0.37 0.42
C 1.1823 2.8460 -1.0995 0.07 -0.63 -0.25 -0.18
C 3.8919 1.8776 -1.7477 -0.53 -0.39 -0.09 -0.18
N 1.8028 -0.1050 -0.9311 -1.76 0.12 0.95 -0.10
C 2.5735 -1.2035 -1.1316 0.40 -0.72 0.14 -0.44
C 2.5934 -2.2422 -0.1756 -0.04 0.10 0.08 -0.14
C 3.4241 -3.3343 -0.2849 0.11 -0.06 0.10 -0.12
C 4.2734 -3.4643 -1.3732 0.19 -0.11 -0.15 -0.13
C 4.2251 -2.4978 -2.3672 0.30 -0.22 -0.05 -0.12
C 3.3976 -1.4027 -2.2584 -0.21 0.28 0.11 -0.07
H 1.2658 2.2718 -4.0656 -0.03 0.21 0.04 0.02
H 0.6246 0.6615 -3.8030 -0.19 -0.08 0.03 0.01
H 2.2760 0.8666 -4.3640 0.17 -0.07 -0.01 0.01
H 1.6406 3.7517 -1.4879 0.16 0.10 -0.16 0.03
H 1.2869 2.8621 -0.0212 0.13 0.03 0.32 0.01
H 0.1321 2.8752 -1.3566 -0.39 0.02 -0.07 -0.01
H 4.1127 2.6821 -2.4452 -0.08 0.17 -0.19 0.01
H 4.5792 1.0641 -1.9536 0.16 -0.18 -0.04 0.00
H 4.1096 2.2479 -0.7477 -0.04 0.04 0.22 0.00
H 1.9049 -2.1800 0.6643 0.06 -0.13 -0.17 0.02
H 3.4013 -4.1005 0.4802 -0.14 -0.03 -0.01 0.09
H 4.9341 -4.3173 -1.4588 -0.01 -0.04 -0.04 0.08
H 4.8446 -2.5997 -3.2522 0.01 -0.02 -0.01 0.09
H 3.3576 -0.6812 -3.0584 0.05 0.07 -0.19 0.07
O -3.4361 7.2730 -5.1770 0.11 -0.01 -0.16 0.07
C -2.9558 6.1243 -5.7664 -0.09 0.47 -0.62 -0.50
O -2.7710 6.1363 -6.9678 -0.13 0.17 0.58 0.06
C -2.7364 4.9871 -4.8965 0.14 -0.57 0.35 -0.18
C -2.9099 5.0062 -3.5004 0.05 0.20 -0.45 -0.06
C -2.7371 3.8732 -2.7560 0.01 0.12 0.08 -0.14
C -2.3964 2.6400 -3.3523 -0.16 -0.09 0.14 -0.77
S -2.3158 1.2239 -2.4226 0.19 -0.49 0.16 0.59
C -2.1750 2.6310 -4.7474 0.06 0.01 0.11 -0.13
C -2.3413 3.7680 -5.4838 -0.11 0.56 -0.10 -0.03
H -3.5326 7.1374 -4.2261 0.02 -0.10 -0.18 0.07
H -3.1710 5.9196 -2.9731 -0.03 0.01 0.05 0.10
H -2.8786 3.9084 -1.6834 -0.01 -0.07 0.01 0.09
H -1.8805 1.7026 -5.2199 -0.02 0.00 0.05 0.09
H -2.1827 3.7694 -6.5512 0.00 -0.05 -0.14 0.11
O 1.3574 -0.1776 4.0530 -0.23 0.24 -0.56 0.10
C 1.8292 -0.0149 2.8077 -0.38 -0.32 -0.05 -0.50
O 1.1676 0.5106 1.9318 0.37 0.00 0.90 0.00
C 3.2412 -0.5385 2.5814 -0.14 0.10 -0.15 -0.22
N 3.7749 -1.1187 3.8163 0.10 -0.32 -0.06 -0.03
C 4.6694 -0.1167 4.3808 0.28 0.28 0.03 -0.21
C 5.3057 0.6131 3.1873 -0.13 -0.16 0.20 -0.17
C 4.1830 0.6153 2.1487 -0.12 0.02 -0.04 -0.10
H 3.1874 -1.2906 1.7934 -0.11 0.06 0.10 0.12
H 4.2977 -1.9596 3.5933 -0.17 0.06 0.01 0.13
H 1.9616 -0.7981 4.5060 0.30 0.03 -0.12 0.10
H 5.4008 -0.5870 5.0403 -0.09 0.07 0.07 0.11
H 4.0645 0.5901 4.9603 0.12 -0.02 0.07 0.11
H 6.1732 0.0569 2.8259 -0.01 0.00 0.00 0.11
H 5.6219 1.6209 3.4462 0.13 0.06 0.01 0.10
H 4.5486 0.4587 1.1380 -0.07 0.02 -0.09 0.11
H 3.6321 1.5539 2.1630 0.04 0.10 -0.09 0.12
```
Forces are in eV/Å.

Summary:
Energy above the lowest of the compared OMol25 structures with the same formula, charge and spin = 37.5 kcal per mole
HOMO (alpha / beta) = -1.84 / -1.85 eV
Total charge = -2
Largest force on an atom = 0.04374 Eh/bohr
Spin multiplicity = 2
Electronic energy = -196940.045 eV
Frontier orbital gap (alpha / beta) = 4.8 / 5.6 eV

=====

The following is a DFT calculation (ωB97M-V/def2-TZVPD) of an isolated molecule of C3H6N3P in a non-equilibrium geometry.

Structure (XYZ):
```
13
Properties=species:S:1:pos:R:3:forces:R:3:lowdin_charge:R:1
C 0.5224 -1.0031 -1.0519 0.99 -0.57 -0.93 -0.17
C -0.3814 -2.0923 -0.9157 2.38 1.66 -1.38 -0.16
C 0.8258 0.0543 -0.2419 -1.53 0.72 0.16 -0.31
N -1.3367 -2.0354 -0.0706 -0.45 -3.98 -1.94 -0.17
N -2.0072 -1.6536 0.7624 -3.14 2.64 4.54 0.09
N -0.0074 2.4846 0.8435 -0.12 1.19 1.04 -0.32
P -0.1491 0.8067 1.1256 1.20 -1.08 1.51 0.76
H 1.0783 -1.0563 -1.9885 0.35 -0.08 0.21 0.09
H -0.4090 -2.9586 -1.5709 0.44 0.25 -0.31 0.11
H 1.5177 0.7824 -0.6030 0.70 0.19 -0.53 0.04
H -0.5247 2.9643 1.6100 0.61 -0.43 -0.95 0.03
H -0.1769 2.9861 -0.0132 -0.07 -0.47 -0.28 0.02
H 1.0482 0.7210 2.1143 -1.36 -0.04 -1.14 -0.03
```
Forces are in eV/Å.

Summary:
Energy above the lowest of the compared OMol25 structures with the same formula, charge and spin = 25.7 kcal per mole
HOMO (alpha / beta) = -5.90 / -8.21 eV
Largest force on an atom = 0.11900 Eh/bohr
Spin multiplicity = 3
Electronic energy = -16961.981 eV
Frontier orbital gap (alpha / beta) = 6.7 / 6.5 eV

=====

The following is a DFT calculation (ωB97M-V/def2-TZVPD) of a structure of composition C13H33Br3O12S4 in a non-equilibrium geometry.

Structure (XYZ):
```
65
Properties=species:S:1:pos:R:3:forces:R:3:lowdin_charge:R:1
O -3.9686 6.1856 3.4638 -0.23 -0.53 -0.06 -0.29
S -3.6755 4.9393 4.1183 1.09 0.85 0.73 0.61
O -4.4049 3.7476 3.8290 -0.17 -0.05 -0.22 -0.28
O -2.0899 4.6616 3.9279 -0.91 -0.14 -0.14 -0.27
C -1.7344 4.1478 2.6198 0.42 -1.23 0.13 -0.28
C -1.4898 5.1972 1.5855 -0.70 0.23 -0.33 -0.10
C -3.6586 5.2630 5.8908 0.10 0.47 -1.29 -0.10
H -2.4056 3.3419 2.3092 -0.47 0.40 0.10 0.12
H -0.8043 3.5997 2.7916 0.07 0.24 0.17 0.10
H -0.6516 5.7908 1.9478 0.09 0.18 -0.63 0.09
H -2.3462 5.8311 1.3470 -0.05 0.10 0.62 0.08
H -1.3457 4.6860 0.6321 0.71 0.07 0.19 0.02
H -4.0176 4.3849 6.4108 0.15 0.06 0.23 0.07
H -4.2897 6.1458 5.9677 -0.31 -0.25 0.30 0.06
H -2.6481 5.5994 6.1074 0.05 -0.37 0.30 0.07
O -0.3430 -2.1138 -7.8602 0.69 1.22 0.15 -0.30
S 0.7368 -1.1423 -7.8639 0.51 -0.97 -0.71 0.62
O 0.5188 0.2689 -7.9856 -0.35 -0.42 0.19 -0.28
O 1.6575 -1.4112 -6.5724 0.05 0.22 -1.07 -0.26
C 1.0835 -1.8261 -5.3415 -1.24 -0.29 0.62 -0.27
C 0.9491 -0.6716 -4.3756 1.41 0.48 0.51 -0.11
C 1.9068 -1.6519 -9.1689 0.18 0.88 1.68 -0.10
H 1.7377 -2.6128 -4.9604 0.08 0.26 0.10 0.13
H 0.1020 -2.2934 -5.4825 0.18 0.02 -0.38 0.11
H 0.3000 0.1708 -4.6148 -0.46 -0.50 -0.41 0.08
H 1.9276 -0.1841 -4.2962 0.03 -0.14 0.01 0.05
H 0.7504 -1.0321 -3.3648 -0.28 -0.09 -0.10 0.05
H 1.5087 -1.2664 -10.1008 -0.32 -0.74 -0.19 0.07
H 2.0885 -2.7007 -8.9585 -0.35 -0.21 -0.82 0.07
H 2.8629 -1.1423 -9.0304 -0.18 0.17 0.31 0.07
O -4.2845 -0.4185 -1.3970 1.06 -0.15 0.49 -0.28
S -2.8604 -0.2354 -1.2393 -1.08 1.17 -0.93 0.61
O -2.3551 0.4622 -0.0717 -0.01 -0.83 -0.87 -0.30
O -2.1219 -1.6422 -1.4471 0.62 0.66 -0.05 -0.25
C -1.6745 -2.3530 -0.2866 -0.70 -0.64 1.90 -0.27
C -2.8218 -3.1880 0.2629 -0.27 -1.27 -1.17 -0.07
C -2.3260 0.6390 -2.7481 -0.42 -1.38 0.24 -0.10
H -1.3006 -1.7221 0.5236 -0.12 0.65 -0.48 0.11
H -0.8551 -3.0445 -0.4779 0.04 0.32 -0.95 0.12
H -3.0107 -4.0003 -0.4543 0.24 -0.04 0.05 0.08
H -3.8111 -2.7323 0.2686 0.31 0.63 0.65 0.08
H -2.5375 -3.6966 1.1835 -0.19 0.36 0.21 0.08
H -2.7252 0.1244 -3.6252 0.04 -0.43 0.28 0.08
H -1.2426 0.5675 -2.7970 0.02 0.70 0.04 0.03
H -2.8491 1.5906 -2.7819 0.58 0.34 0.52 0.08
O 5.4614 -4.3204 4.7660 -0.50 0.92 0.78 -0.29
S 4.2339 -3.7649 5.2914 -1.09 -0.39 -1.67 0.63
O 4.1495 -2.8818 6.4222 0.59 -0.46 -0.46 -0.28
O 3.4365 -3.0535 4.0330 0.21 -0.67 1.43 -0.27
C 4.0157 -1.8670 3.4965 1.87 0.29 -0.16 -0.30
C 2.9546 -1.0021 2.8816 -0.06 -0.15 0.37 -0.12
C 3.1177 -5.1516 5.4920 0.40 0.98 1.41 -0.12
H 4.8322 -2.1768 2.8273 -0.58 -0.02 -0.46 0.12
H 4.6039 -1.2940 4.2286 -0.60 -0.17 0.43 0.12
H 2.3939 -0.5217 3.6866 -0.14 -0.03 -0.10 0.08
H 2.2699 -1.6055 2.2870 0.04 0.14 -0.17 0.07
H 3.4154 -0.2183 2.2848 -0.02 -0.09 -0.14 0.05
H 3.6218 -5.7310 6.2692 0.28 -0.49 -0.58 0.07
H 2.9598 -5.6254 4.5346 -0.03 -0.22 0.08 0.07
H 2.2361 -4.8262 6.0441 -0.29 0.26 -0.70 0.07
C 0.7848 1.8858 -0.5319 1.32 0.70 0.36 -1.49
Br 0.9647 3.8351 -0.6889 -0.11 -0.61 0.10 0.60
Br 1.0634 1.2941 1.3216 -0.54 0.34 -0.89 0.62
Br 2.2105 1.1087 -1.6357 -0.73 0.03 0.30 0.59
H -0.2064 1.6529 -0.8949 0.04 -0.39 0.16 -0.06
```
Forces are in eV/Å.

Summary:
Energy above the lowest of the compared OMol25 structures with the same formula, charge and spin = 31.1 kcal per mole
HOMO = -10.48 eV
Largest force on an atom = 0.04130 Eh/bohr
Electronic energy = -292050.926 eV
Frontier orbital gap = 10.1 eV

=====

The following is a DFT calculation (ωB97M-V/def2-TZVPD) of an isolated molecule of C16H16N4O2S in a non-equilibrium geometry.

Structure (XYZ):
```
39
Properties=species:S:1:pos:R:3:forces:R:3:lowdin_charge:R:1
C -1.5128 -0.9405 4.2687 -4.37 -1.14 3.64 -0.18
N -0.8793 -0.8174 3.1161 -0.71 -0.22 -7.35 -0.26
C 0.4355 -1.2482 3.0875 4.89 9.11 0.62 -0.15
C 1.4364 -0.7285 1.7902 -8.08 3.40 3.52 -0.04
C 0.5311 -0.9159 0.6868 -0.31 -4.24 -3.61 -0.29
N 1.2252 -1.0558 -0.6433 -0.69 1.10 1.54 0.15
C 0.5029 -1.4178 -1.5751 -5.94 -0.20 4.06 -0.50
N 0.5067 -1.4973 -2.8715 6.93 -2.29 -1.65 0.10
C -0.0382 -0.9216 -3.9957 0.63 -1.25 2.65 -0.56
O 0.5440 -1.0700 -4.9914 1.77 -0.13 -4.20 0.15
C -1.2791 -0.2782 -3.8495 0.67 9.63 0.42 -0.12
O -1.5633 0.4560 -2.6224 1.91 1.98 2.87 -0.17
C -0.5056 1.4810 -1.8838 -1.50 -6.69 -9.00 -0.20
C 0.6844 1.5721 -2.5340 2.08 3.01 -1.80 0.01
C 1.5031 2.5055 -1.8448 4.40 -3.53 -6.87 -0.05
C 1.4755 2.7794 -0.5831 -6.89 0.72 5.12 -0.29
C 2.2178 3.6081 0.1628 5.08 1.54 1.02 -0.21
N 3.1594 4.0184 0.6795 -0.21 0.88 0.68 0.20
C 0.2605 2.5365 0.1429 -0.50 -4.84 -9.38 0.09
C -0.6676 1.6838 -0.6491 -4.37 2.60 10.15 -0.02
S -1.4030 -2.0554 -0.8870 3.21 1.44 1.98 0.87
C -0.7308 -1.5022 0.7456 -0.03 0.30 -0.92 -0.40
C -1.6039 -1.6807 2.0768 2.96 10.27 -4.06 -0.10
H -1.2667 -0.1584 4.9655 0.81 -0.18 0.87 0.08
H -1.3774 -2.0592 4.6287 -0.85 1.95 0.41 0.14
H -2.6141 -0.6065 4.0396 1.49 -1.38 0.77 0.13
H 0.5549 -2.1791 3.1939 0.88 -7.73 0.67 0.04
H 0.9304 -0.7321 4.0068 -0.57 -1.01 -1.30 0.16
H 1.4829 0.3678 1.9000 0.21 0.00 0.44 0.11
H 2.3644 -1.0119 1.8599 4.81 -2.58 -0.20 0.05
H 1.6213 -1.7805 -2.9975 -3.50 0.86 -0.90 0.26
H -1.4783 0.6237 -4.5862 1.05 -2.36 0.28 0.19
H -2.0990 -0.7772 -3.8561 -4.91 -4.23 -0.61 0.07
H 1.0556 1.2626 -3.6251 -1.42 0.62 2.70 0.18
H 2.5287 2.6032 -2.3246 -1.35 0.52 0.38 0.16
H 0.0149 2.6257 1.0649 -0.91 1.20 6.08 0.05
H -1.8125 1.2833 -0.0876 3.88 1.30 -1.92 0.23
H -1.6152 -2.5930 2.2201 0.05 -9.14 2.34 0.02
H -2.5890 -1.3794 1.7716 -0.57 0.69 0.57 0.11
```
Forces are in eV/Å.

Summary:
SMILES string = CN1CCc2nc(NC(=O)COc3ccc(C#N)cc3)sc2C1
Energy above the lowest of the compared OMol25 structures with the same formula, charge and spin = 321.8 kcal per mole
HOMO = -8.17 eV
Largest force on an atom = 0.22245 Eh/bohr
Electronic energy = -37729.862 eV
Frontier orbital gap = 8.1 eV